13
Properties=species:S:1:pos:R:3:forces:R:3:mulliken_charge:R:1 method="wB97M-V/def2-TZVPD" e_homo_ev=-8.46 homo_lumo_gap_ev=9.447 relative_energy_kj_mol=691.5 energy_ha=-228.385266
C -0.5363 0.2564 -0.2243 -2.8 -2.2 -4.9 0.38
C -1.8223 -0.1404 0.3803 -1.6 0.8 2.4 -1.09
C 1.8184 -0.4060 0.2553 1.4 2.9 4.4 -0.79
N 0.0510 1.5415 -0.5621 -1.4 -0.9 4.5 -0.58
N 0.6134 0.3671 0.3158 2.5 1.6 1.2 -0.04
H -0.5122 -0.9355 -1.6838 0.1 1.9 2.2 0.11
H -1.6349 -1.1023 0.9439 -0.4 0.8 -0.9 0.24
H -2.7133 -0.1909 -0.3019 1.3 -0.1 0.5 0.29
H -2.1239 0.6174 1.2397 0.7 -1.2 -1.6 0.29
H 1.9208 -0.8218 1.3505 0.0 0.4 -2.2 0.24
H 1.8659 -1.1527 -0.4308 -0.2 -2.2 -2.4 0.41
H 2.6794 0.3294 0.1652 -1.0 -1.0 -0.1 0.28
H 0.3943 1.6377 -1.4478 1.3 -0.8 -3.1 0.26


14
Properties=species:S:1:pos:R:3:forces:R:3:mulliken_charge:R:1 method="wB97M-V/def2-TZVPD" e_homo_ev=-9.74 homo_lumo_gap_ev=10.709 relative_energy_kj_mol=353.8 energy_ha=-361.746107
C -1.3569 -1.0575 -0.3606 0.0 0.1 -0.1 -1.11
C -0.3709 0.0196 -0.0705 0.0 0.2 0.1 0.51
N -0.6225 1.0251 0.6720 0.3 -0.1 -0.6 -0.42
O -1.9634 1.0442 1.0420 -0.1 0.2 0.3 -0.41
C 1.0190 -0.1927 -0.5470 0.0 0.2 -0.3 0.05
C 2.1321 0.5771 -0.0242 0.2 0.3 0.0 -0.41
O 1.9453 -0.7791 0.3661 0.0 -0.1 0.1 -0.43
H -2.3269 -0.6641 -0.6831 0.2 -0.1 0.3 0.34
H -0.9772 -1.7507 -1.1194 -0.1 0.1 0.3 0.36
H -1.4278 -1.5258 0.6260 -0.5 -0.5 -0.3 0.29
H -2.0298 1.8445 1.5805 0.0 -0.2 -0.1 0.37
H 1.0906 -0.6039 -1.5525 0.0 0.1 0.1 0.34
H 2.9884 0.7702 -0.6656 0.0 0.0 0.1 0.26
H 1.9040 1.3056 0.7466 0.2 0.0 0.0 0.25


23
Properties=species:S:1:pos:R:3:forces:R:3:mulliken_charge:R:1 method="wB97M-V/def2-TZVPD" e_homo_ev="-12.97 / -12.98" homo_lumo_gap_ev="7.658 / 6.936" total_charge=+1 relative_energy_kj_mol=444.6 energy_ha=-785.567995
C -1.6262 0.3882 0.9909 0.6 -1.4 2.7 -0.62
C -0.4221 0.0479 0.3748 -3.2 3.2 -1.0 0.59
C 0.4310 -1.6485 1.7592 -0.9 0.1 4.3 0.63
C 0.6754 -2.9720 2.1932 -0.7 -1.5 2.1 -0.94
C 1.0409 0.0233 -1.4851 2.6 0.1 -3.0 -1.79
C 0.7126 2.1622 -0.3916 0.9 -0.9 0.5 -1.48
C -1.2260 1.0822 -1.7467 -1.7 -2.2 -0.1 -1.30
C -0.0071 0.8361 -0.8120 1.0 0.0 -1.3 1.67
O 0.3103 -0.9224 0.8405 0.6 0.1 -3.1 -0.25
S -2.0673 -0.1898 2.4790 0.9 -1.3 0.0 -0.16
H -2.3040 1.1758 0.7795 0.2 0.8 -1.4 0.30
H -0.3501 -3.5401 2.3207 1.9 1.3 0.2 0.29
H 1.3605 -2.9566 3.1137 -1.6 0.0 -0.8 0.32
H 1.2231 -3.5707 1.5275 0.7 -0.7 -1.7 0.41
H 1.3697 0.4963 -2.4868 -0.7 -0.7 1.5 0.34
H 1.9674 0.0173 -0.9244 0.3 0.4 0.4 0.44
H 0.9445 -1.0395 -1.6876 -1.1 -0.1 -0.1 0.42
H 1.5738 1.9020 0.3071 -1.3 0.4 -0.4 0.37
H -0.0834 2.7026 0.0830 0.2 1.0 0.5 0.44
H 1.2396 2.7423 -1.1903 -1.0 -0.7 0.2 0.38
H -2.2009 1.2221 -1.1884 1.3 0.3 -0.7 0.23
H -1.4688 0.1552 -2.4081 0.7 1.3 1.2 0.32
H -1.0927 1.8863 -2.4482 0.3 0.5 0.0 0.43


27
Properties=species:S:1:pos:R:3:forces:R:3:mulliken_charge:R:1 method="wB97M-V/def2-TZVPD" e_homo_ev="-6.05 / -8.58" homo_lumo_gap_ev="6.742 / 6.340" relative_energy_kj_mol=85.7 energy_ha=-1298.019308 spin_multiplicity=3
C 1.4598 -2.2582 -2.6984 0.0 1.8 1.1 -0.31
C 2.7254 -1.9135 -2.3612 1.5 0.0 0.4 -0.14
C 0.6173 0.7720 -1.0295 -1.6 1.2 -2.7 0.31
C 0.4089 -1.1819 -2.6221 0.9 1.0 -1.5 -0.81
C 0.9341 0.1987 -2.3819 -1.0 0.7 1.6 0.31
C -1.9795 1.7649 3.3229 3.0 -1.7 3.2 -1.12
C -1.7265 0.3157 2.9888 -0.6 -2.5 0.0 -0.40
C -1.3705 0.0293 1.5266 0.9 -1.2 -0.1 -0.39
C 0.1818 -0.0032 1.2812 -2.8 -2.0 -1.4 -0.67
O 0.4647 1.9831 -0.8392 0.8 -1.8 0.8 -0.66
O 0.3085 -0.2661 -0.2165 1.1 1.2 2.7 -0.19
S 3.0950 -0.3129 -1.8127 1.6 -1.3 -0.1 -0.09
S 1.1150 1.1642 -3.8282 0.2 0.8 0.6 -0.19
H 1.1562 -3.2356 -2.9368 -0.1 -1.2 -0.4 0.44
H 3.6269 -2.5895 -2.3631 -1.4 0.5 -0.2 0.33
H -0.0503 -1.0452 -3.6022 -0.5 -0.9 -0.1 0.45
H -0.3231 -1.2488 -1.8570 -0.9 -1.3 0.3 0.21
H -2.7155 2.2017 2.7552 -1.5 1.0 -1.4 0.38
H -2.2552 1.7722 4.4338 0.4 0.5 -1.5 0.29
H -0.9708 2.1498 3.1687 -0.4 1.3 0.2 0.29
H -0.9728 -0.2580 3.6871 -1.7 1.3 -1.0 0.25
H -2.7316 -0.1190 3.0116 0.2 -0.7 0.9 0.31
H -1.8010 -0.9872 1.1505 0.7 1.8 0.8 0.24
H -1.8618 0.8227 0.9906 0.1 0.2 -0.9 0.28
H 0.6316 0.8963 1.6475 0.7 0.4 -0.3 0.40
H 0.5264 -0.9552 1.7732 0.2 1.2 -0.6 0.33
H 1.5071 2.3038 -3.1888 -0.2 -0.4 -0.3 0.17


7
Properties=species:S:1:pos:R:3:forces:R:3:mulliken_charge:R:1 method="wB97M-V/def2-TZVPD" e_homo_ev="-2.01 / -5.32" homo_lumo_gap_ev="5.713 / 7.945" total_charge=-1 relative_energy_kj_mol=8.2 energy_ha=-1462.372457 spin_multiplicity=3
N -1.6202 0.6576 -0.9876 1.2 1.6 -0.1 -0.36
O -0.3978 0.0268 0.9479 -1.2 -0.8 -1.5 -0.50
O -0.0037 2.3387 -0.0766 0.7 0.2 0.1 -0.54
S -3.1413 0.3920 -1.0244 -2.1 0.8 -3.3 0.00
S -1.0668 1.4655 0.3714 0.2 -1.7 0.0 0.56
Cl -3.4575 -0.8478 0.8381 -0.6 -1.6 2.6 -0.55
H -0.9715 -0.6148 0.3367 1.8 1.4 2.1 0.38


14
Properties=species:S:1:pos:R:3:forces:R:3:mulliken_charge:R:1 method="wB97M-V/def2-TZVPD" e_homo_ev=-13.66 homo_lumo_gap_ev=9.515 total_charge=+1 relative_energy_kj_mol=158.7 energy_ha=-337.243803
C -2.4646 0.3285 1.5470 -2.1 -1.2 -2.2 -0.20
C -1.7517 0.0873 0.3261 2.0 0.7 4.1 -0.06
C -0.4943 0.2112 2.6891 -1.2 0.3 -1.1 0.09
N -1.8519 0.3209 2.6654 1.7 0.3 2.4 -0.38
N 0.2142 0.0726 1.5946 0.8 0.0 0.1 -0.54
N 1.1037 -0.7705 -1.6537 -0.7 0.3 -0.5 -0.57
N -0.4170 0.0043 0.4490 -1.9 -0.6 -2.0 -0.06
H -3.6046 0.3118 1.5953 1.6 0.4 -0.3 0.34
H -2.1830 -0.1040 -0.5874 -0.9 -0.1 -2.0 0.45
H 0.0788 0.2468 3.6027 -0.3 0.0 0.3 0.40
H 1.8260 -1.1684 -1.0808 0.4 -0.6 0.5 0.36
H 0.2608 -0.4179 -0.8959 1.4 0.3 0.0 0.43
H 0.7644 -1.4775 -2.3099 0.0 -0.1 0.3 0.38
H 1.6083 -0.0882 -2.2388 -0.7 0.2 0.4 0.36